No. 1
The following is a DFT calculation (ωB97M-V/def2-TZVPD) of 2 unconnected molecules or ions with the total composition C26H50BFIO10 at a distorted geometry.

Geometry (Å):
H  -3.2435  5.1879  0.4891
C  3.9344  -2.1051  1.3056
O  -5.3838  3.5689  0.8288
H  -5.3219  3.9013  -1.3168
C  -4.7032  4.6057  3.0572
O  3.5225  -3.6651  -2.8170
C  -6.1095  3.7644  -0.4370
C  -0.3949  5.1660  0.3002
O  3.2236  -0.7230  -0.4667
C  -2.1627  7.1924  0.9452
O  5.1111  -1.5707  0.5419
H  3.0213  -3.9467  -4.9091
I  -1.3763  0.5652  0.1963
H  2.5008  -2.2646  4.5949
H  1.9389  5.2603  -0.1348
B  4.7224  -0.6815  -0.6096
H  -2.5478  5.4789  3.1712
H  3.5475  3.8896  0.8457
H  0.6511  3.3968  2.0156
O  -0.0252  -4.0450  -3.6305
H  -5.2291  4.7597  4.1161
H  -0.2141  7.4556  -0.3488
C  2.7615  -0.9719  0.9395
C  1.1614  -3.1527  -3.8493
H  1.3788  1.8372  0.6553
H  -2.6473  8.1941  0.5205
C  -4.0136  -9.4238  -2.9483
H  -1.0501  4.7166  1.1595
C  -3.6092  5.8125  2.7491
H  3.0521  1.8675  -0.2107
O  -1.6997  -8.1241  -3.3146
C  -5.8659  4.4608  1.8948
H  3.5906  3.0362  2.5426
H  4.3325  -4.3231  1.6529
O  4.0978  -4.0544  -0.4505
H  5.0722  -1.1932  -1.6278
C  2.5325  -4.0739  -3.8278
C  3.6707  -3.6706  0.9034
H  1.3069  6.3158  1.2927
H  -3.7298  -9.1869  -1.9178
H  4.1614  0.6088  2.0508
H  1.0288  -2.5951  -4.8968
H  -6.7489  2.7913  -0.6724
H  2.4172  0.5314  2.7593
O  -0.0635  -0.2735  2.8125
H  -0.8217  -6.5888  -5.3329
C  4.1422  -2.2364  2.9603
H  -6.7992  3.9290  2.3977
O  -2.7926  -6.6188  -4.6631
H  1.1773  -2.3047  -3.0407
O  -3.9479  -8.2589  -3.7686
C  -1.5556  -5.9344  -4.8516
C  1.5590  4.1311  1.9332
C  2.5302  1.7860  0.8595
H  1.9408  -3.1572  3.0315
C  0.0928  -0.4918  1.5029
H  -1.6047  6.4604  -1.1408
H  -1.7158  7.4721  1.9918
H  2.2255  -3.1037  -1.2176
H  2.4062  -4.9610  -1.5378
H  1.7920  4.7243  2.9312
C  1.2060  5.2445  0.7777
H  2.2914  -5.2355  -3.7423
H  5.2193  0.4083  -0.5578
C  3.0199  0.4792  1.7302
H  -1.1734  -5.5579  -3.8972
C  -3.4449  6.1497  1.1380
C  2.8760  -2.9708  3.7108
C  1.2067  -1.4669  0.7982
H  0.2164  -4.6099  -2.8388
H  4.3891  -1.2135  3.4725
C  3.0094  -3.9451  -1.4353
H  -5.0480  -9.7784  -2.9471
H  5.0959  -2.9282  3.1434
F  3.3975  -4.1997  4.3818
C  2.9108  3.2295  1.6101
H  -0.4350  4.4832  -0.6587
H  0.9903  -2.5571  1.1638
C  -1.0218  6.6247  -0.1123
H  -4.1081  3.5928  3.1255
H  2.5722  -4.0480  1.0421
H  -1.7386  -5.0805  -5.5095
C  -2.7105  -7.7095  -3.8599
H  -3.3780  -10.2177  -3.3536
H  0.9591  -1.4591  -0.3697
H  -4.0068  6.7618  3.3275
H  -4.4712  6.6233  0.7590
H  -6.8231  4.7013  -0.4385
H  -6.2269  5.5127  1.5301

Cartesian forces (eV/Å) of the 3 atoms listed first:
H -0.50 1.77 1.53
C 0.61 0.78 0.26
O -1.41 2.08 -0.48

Values from the calculation:
Frontier orbital gap   0.2326 Ha
LUMO energy   2.0 eV
Total charge   -1
E   -59731.526 eV

***

No. 2
The following is a DFT calculation (ωB97M-V/def2-TZVPD) of 2 unconnected molecules or ions with the total composition C26H50BrCl2F2N4O10P2 at a distorted geometry.

Geometry (Å):
C  1.4997  1.3637  -0.1267
C  -1.9125  -2.3994  8.2813
H  4.2525  5.0579  -0.9649
C  2.2079  1.4823  -1.5591
H  -1.0102  -4.9221  7.4437
C  -1.2064  -1.4398  -5.5306
H  -1.3218  -1.6583  -2.4372
C  0.2818  -0.5548  1.1987
H  5.8311  4.6738  -1.7000
H  -2.3227  0.0946  -3.3182
H  -1.8296  1.3455  -1.6325
C  -2.1423  -4.8169  -0.3998
H  -0.8184  4.7851  1.0231
H  0.6843  0.1077  1.9624
H  -3.0792  -2.7418  -6.6769
N  0.8543  -0.0914  -0.1455
O  -1.5758  -5.6126  -1.0373
H  5.4955  -0.1653  -1.4804
C  -2.6568  -0.1209  4.8133
H  3.0839  0.2120  0.8246
H  -1.2786  1.7946  0.9186
C  -0.0509  -3.0148  7.1640
N  -1.5288  2.4139  -3.8414
H  -3.3782  -3.0040  -4.2646
C  -1.0158  -1.5177  -1.3968
H  -0.2686  -3.5188  -1.6374
H  -2.7730  -5.0465  0.4617
H  -2.8194  -1.7622  3.4108
H  -1.8295  -0.5361  5.3913
O  -2.1073  -3.4891  -0.6717
C  -1.4509  3.9047  1.1347
H  -4.1991  -1.3702  -6.7345
C  2.7325  1.2528  0.8396
H  0.2810  -1.7574  -3.6452
C  0.2618  -0.6833  -1.4714
C  -2.6027  -0.6845  3.4121
O  -1.1870  -2.1799  7.1385
Cl  -0.1309  2.4306  2.9059
H  3.5343  1.7933  0.3400
H  2.5691  3.5216  -0.8996
O  -0.5007  -0.3710  -4.9407
H  3.7951  3.5373  2.3238
C  -4.0701  -2.3663  -4.8317
H  1.4343  -0.5708  -4.2744
H  1.1028  2.0467  -3.2066
C  -3.4462  -1.8679  -6.1220
H  1.0302  -1.4120  -1.7587
H  0.7557  -1.5218  1.3882
P  3.3303  -0.0578  -1.8776
O  4.7111  0.1778  -1.0296
H  -1.8557  -1.0210  -0.9277
H  -1.8677  -0.0158  0.9440
H  2.4639  3.3445  -2.6132
H  -2.1861  3.8621  0.3337
Cl  -0.0643  3.4146  -1.2390
C  4.4059  3.0516  -1.8025
O  -4.4911  -1.2506  -4.0619
H  -1.3583  -2.2400  -4.7861
O  -2.4152  -0.9094  -5.9451
F  4.3348  5.1318  -2.9677
N  1.3227  1.2055  -2.6945
H  4.9264  2.5872  -0.9645
H  -3.3462  -0.2074  2.7578
H  -2.5419  0.9638  4.7938
C  0.5937  2.6285  0.2369
H  4.7996  2.6638  -2.7408
H  -0.6254  -1.8334  -6.3777
H  -0.7200  2.6636  -4.3942
H  3.7630  1.2876  2.6697
C  0.4083  -0.7053  -3.9263
C  -0.8063  -2.9400  -0.8777
C  4.7523  4.5263  -1.7821
H  2.3885  3.5437  3.1675
H  -4.9214  -2.9955  -5.1196
P  -1.4427  1.1262  -2.9773
O  -1.4640  -3.5167  8.8922
C  2.8827  2.8757  -1.7202
H  -0.2176  -3.0029  0.0396
O  -1.2997  -0.4702  2.8767
F  0.2412  -3.4083  5.8967
C  -1.2189  -0.6985  1.5015
C  -0.6229  2.6139  1.2011
H  1.7374  -0.6087  -0.1470
H  2.0617  1.3283  2.9476
H  -4.7361  -1.5539  -3.1801
O  -2.7875  -1.7035  8.6589
H  -3.5892  -0.3972  5.3048
H  1.2942  3.3588  0.6444
H  -1.9939  4.0033  2.0763
Br  4.0869  0.3257  -3.9235
H  -1.5686  -1.7101  1.2859
C  0.2219  0.2567  -2.6937
H  0.7992  -2.4526  7.5535
C  2.8287  1.7234  2.2899
C  -0.5106  -4.1614  8.0456
N  2.8456  3.1863  2.3398
H  0.2769  -4.6112  8.6416

Cartesian forces (eV/Å) of the 3 atoms listed first:
C 0.28 0.31 0.03
C -0.01 -0.08 -0.11
H 0.06 -0.05 0.00

Values from the calculation:
Frontier orbital gap   0.3067 Ha
LUMO energy   -2.7 eV
Energy relative to the best compared isomer or geometry (same formula, charge and spin)   0.0 kcal per mole
Total charge   +1
E   -173298.211 eV

***

No. 3
The following is a DFT calculation (ωB97M-V/def2-TZVPD) of a molecular structure, C26H50ClF3O2P2PdSi2 at a distorted geometry.

Geometry (Å):
H  -0.5450  -5.3101  -1.1682
C  1.9112  -2.7714  -1.3695
H  -0.5671  2.5743  -3.5686
H  0.0799  -4.7875  -2.7631
O  2.0186  -1.5613  2.4271
H  -0.1397  2.2407  4.0854
H  0.2346  -2.4583  3.8122
H  0.0657  4.8683  -2.3876
H  2.6672  -0.7907  -0.9259
C  -0.7541  -2.9140  3.7495
H  1.6986  -4.9845  -1.5439
H  -1.9669  -3.2145  -1.1189
H  2.4241  -4.4018  -0.0030
C  -2.3556  -0.8306  0.1745
H  3.3591  -4.3417  -1.5255
H  -0.6483  5.2575  -0.8038
Pd  -0.3756  -0.0375  -0.6237
F  1.3677  0.4948  4.5239
H  3.0014  1.1098  -1.7866
H  2.9883  -1.9778  0.3184
O  1.4260  0.3749  1.3856
H  -0.2707  -0.0818  -3.3708
C  -0.7977  4.7219  -1.7498
P  0.2030  -2.3386  -0.7424
C  1.8598  2.9219  -1.2688
C  1.8955  -0.3309  2.3235
C  -1.0895  -3.2441  -1.7638
H  -2.2314  3.1649  -3.3829
H  -1.7800  -1.4809  -2.8664
Si  -1.3456  -2.9287  1.9709
H  1.3864  -0.7670  -2.6605
H  -1.6394  -0.1112  3.3626
C  -1.8368  -0.1175  2.2696
H  -1.8734  2.3576  4.4368
C  -0.7531  -4.7010  -2.0921
H  1.5760  5.0754  -0.8648
C  0.1144  3.0820  1.0337
C  -2.6865  -4.2139  1.7176
P  0.2218  2.2818  -0.6125
H  -1.6232  -5.1479  -2.5590
H  1.8384  -2.6351  -2.4652
Cl  1.7714  0.1871  -5.1339
H  -2.8707  1.2599  -0.5845
H  -0.7008  -3.9424  4.1087
F  2.6965  1.7822  3.3040
H  -1.6548  5.1817  -2.2410
H  -2.6938  4.8389  2.3822
C  -2.7839  4.0160  1.6563
H  -2.6804  -4.6305  0.7058
C  -2.4096  0.6639  0.1519
H  -2.5320  -5.0234  2.4405
H  0.2179  -4.3250  0.6623
Si  -1.4655  2.7474  2.0436
H  2.8927  1.4322  -0.0240
C  2.9826  1.8929  -1.0247
H  0.2956  4.1080  1.0032
C  0.1752  -3.2638  0.8548
H  -0.5229  -2.4124  -3.7028
H  -3.6570  -3.7491  1.9095
C  2.3449  -4.2086  -1.0959
C  -1.3927  -2.4917  -3.0681
H  -1.7936  1.5468  -2.7830
C  -1.1060  3.2479  -1.5499
H  -2.7202  4.4397  0.6391
C  -1.0513  2.7945  3.8583
H  -0.9205  3.8375  4.1794
C  0.6803  0.0613  -2.7035
C  -1.9617  -1.2483  1.4637
H  3.2448  4.5418  -1.1425
H  1.0994  1.1178  -2.7055
H  0.9728  2.5842  1.6348
C  -1.4275  2.5763  -2.9008
H  -1.4532  -2.3575  4.3587
H  1.0179  -2.9433  1.4121
C  2.9021  -1.8171  -0.7602
H  -2.1679  -3.0424  -3.6011
C  2.3053  4.2429  -0.6657
H  -3.7691  3.5485  1.7815
H  -1.9864  3.1392  -0.8975
H  1.7107  3.0264  -2.3408
H  3.9089  -2.0158  -1.2095
C  2.3719  0.4652  3.5816
H  3.9615  2.4119  -1.0695
C  -2.0033  1.0886  1.5203
F  3.4782  -0.1051  4.1803
H  2.4662  4.1772  0.4011
H  -2.8302  -1.4274  -0.6332

Cartesian forces (eV/Å) of the 3 atoms listed first:
H -0.10 0.58 -0.88
C -0.94 -0.28 -0.71
H 0.03 -0.07 -0.04

Values from the calculation:
Frontier orbital gap (alpha / beta)   0.2458 / 0.2003 Ha
LUMO energy (alpha / beta)   0.4 / -3.2 eV
Total charge   0
E   -90353.768 eV
Spin multiplicity   5

***

No. 4
The following is a DFT calculation (ωB97M-V/def2-TZVPD) of a molecular structure, C26H50CoNP3S at a distorted geometry.

Geometry (Å):
H  -2.8976  -0.9898  -6.2945
H  -2.1225  -2.4210  -1.2332
C  0.5107  -1.3238  -2.8542
H  -2.3394  -0.5434  -0.6075
H  -1.2823  2.8763  3.2115
H  -0.6621  4.7060  -1.3033
H  1.4195  1.1947  2.9950
H  0.2034  -2.0613  -3.6069
C  3.7060  -0.7508  -1.2045
H  2.1294  2.6011  -1.6247
C  0.7413  4.2829  1.7575
C  2.8585  -2.2614  1.8294
H  -1.7302  -1.0904  1.7260
N  0.5737  2.7199  4.2236
H  -1.1943  -3.8863  -1.6310
C  -6.3873  -1.5790  -4.6940
C  -0.8690  2.3988  4.1044
S  -2.5113  -1.4699  -3.5250
C  1.3974  2.2888  3.0229
H  2.1810  2.5508  5.5860
H  0.1722  -0.4540  3.7982
H  -1.1318  0.6519  2.0093
H  0.5395  -3.6196  3.0663
C  -1.2289  -3.0009  -0.9789
C  1.0686  -1.0568  3.6109
H  1.1945  -4.0984  -2.0356
H  0.6421  3.7524  4.2519
H  3.0720  2.2666  0.9445
H  3.0314  -2.9029  0.9569
H  2.5263  -3.0524  -1.4734
H  3.9929  -1.4848  -0.4430
P  2.4434  0.4386  -0.5453
H  1.5677  -3.9727  -0.2960
H  0.5382  2.6127  6.3298
C  -6.2904  -1.2192  -6.0446
H  1.0995  4.8562  2.6235
C  0.8562  2.8775  1.7558
C  1.5207  -3.4146  -1.2383
C  -3.8826  -1.1283  -5.8523
H  -1.3368  -3.3352  0.0609
H  0.3660  -3.9131  1.3196
P  0.3159  -2.0218  -1.1631
P  1.1327  -1.6080  1.8567
C  -5.2364  -1.6866  -3.9126
H  -5.2913  -1.9806  -2.8648
H  3.4032  1.6533  -2.4331
H  -4.9503  -0.7745  -7.6941
C  2.4089  1.6009  -1.9695
H  0.1021  6.0347  0.6853
H  1.0223  -1.9350  4.2707
H  -0.1076  -0.4216  -2.9645
H  4.4865  1.5909  0.0958
C  -0.2175  4.2078  -0.4436
H  2.4207  2.6285  3.2406
H  1.1002  1.1132  5.4998
C  -1.7996  0.1877  -0.0098
H  1.9656  -0.4862  3.8797
H  1.5534  -1.0368  -3.0388
C  0.1962  -3.1829  2.1182
H  -7.1970  -1.0920  -6.6451
C  -3.9717  -1.3858  -4.4656
C  0.1915  4.9448  0.6633
H  -1.3759  2.7744  5.0014
C  0.5007  2.1247  0.6207
H  -0.3693  2.2710  -1.3463
C  -1.4373  -0.1213  1.2984
H  -7.3696  -1.7560  -4.2489
H  -1.8423  1.2272  -0.3490
Co  0.5197  -0.3496  0.1447
H  1.6819  1.2693  -2.7216
H  4.6044  -0.1776  -1.4759
H  3.0078  -2.8625  2.7375
C  -5.0332  -1.0258  -6.6290
H  3.5917  -1.4449  1.8265
H  -2.3996  -0.4787  -2.5527
H  -0.8768  -2.9742  2.1989
H  3.3544  -1.2675  -2.1042
C  3.5487  1.3391  0.6117
C  1.1424  2.2117  5.5080
C  -0.0544  2.8118  -0.4479
H  -0.9975  1.3133  4.0395
H  3.7908  0.7201  1.4849

Cartesian forces (eV/Å) of the 3 atoms listed first:
H -0.25 0.06 0.01
H 0.24 -0.30 0.20
C -0.61 -0.40 -0.27

Values from the calculation:
Frontier orbital gap (alpha / beta)   0.2364 / 0.1286 Ha
LUMO energy (alpha / beta)   -8.0 / -12.0 eV
Energy relative to the best compared isomer or geometry (same formula, charge and spin)   2.2 kcal per mole
Total charge   +3
E   -105563.020 eV
Spin multiplicity   5

***

No. 5
The following is a DFT calculation (ωB97M-V/def2-TZVPD) of a molecular structure, C26H50CrGeN12O5S at a distorted geometry.

Geometry (Å):
H  2.9786  1.8527  -2.2597
C  -1.4931  -2.4606  -1.0796
H  5.7217  -2.2178  0.6210
C  -4.0058  1.9361  2.3593
C  3.2810  -2.0704  0.9932
H  -1.5625  2.8751  7.9996
H  6.2531  0.0217  1.5423
N  -2.4796  1.7302  0.1260
N  -2.8471  1.3254  2.4440
C  -1.9394  -0.3244  4.9243
H  -1.8944  0.0777  -4.0434
H  0.2857  -1.1363  -5.2259
N  -3.4512  -1.8215  -3.3731
H  3.8459  1.2975  -3.6877
H  5.9629  0.9411  -1.3598
H  4.5325  3.1723  0.8486
H  7.3735  -0.3510  0.2147
C  -2.6326  -3.4055  -0.7110
H  3.1071  -2.8752  0.2787
H  -0.5708  2.6678  -0.4971
H  0.0107  2.7603  6.1780
O  0.7952  -2.1530  -0.5457
H  -3.8490  -3.8258  -3.1317
H  2.3002  -2.5962  -3.5848
C  3.5436  0.2328  0.2396
C  0.9296  -0.2623  -5.1410
H  -1.4602  -2.3067  -2.1632
H  -2.6554  -3.5034  0.3778
C  -3.6434  2.3495  0.0808
O  0.7658  -0.7491  2.3635
C  -2.0899  1.2610  1.3343
H  -5.4177  3.0170  1.1172
N  -2.8422  0.3602  -3.8281
H  -2.2717  -0.5575  -0.7797
C  -4.4748  2.5016  1.1772
N  4.4150  1.2637  0.0124
C  -4.0069  -2.9153  -1.1825
N  -0.8874  0.7067  1.4107
C  -3.7008  -0.5157  -3.2857
H  -5.5502  -0.6958  -2.4332
N  0.5644  3.1799  1.0544
H  1.1678  3.9965  0.9795
H  5.5211  -1.5208  -0.9923
C  -2.2843  0.2562  6.1219
H  -3.0820  -0.1575  6.7217
C  5.8214  1.0708  -0.2779
Cr  0.3442  -0.3001  -0.0315
H  2.7170  -2.0810  -1.9622
O  2.3185  0.4762  0.3145
H  -2.6031  -2.0902  -3.8504
N  -1.5647  -1.1795  -0.3874
H  -5.2574  -2.7800  -2.9489
H  -1.8400  -1.3868  0.5847
O  -1.5489  -1.5185  2.3217
H  0.9767  2.5086  1.6957
H  -4.5794  1.9767  3.2769
Ge  1.7104  -0.1200  -3.2808
C  6.3333  -0.1501  0.4672
H  -4.2045  -1.9258  -0.7648
H  3.8244  -2.4700  1.8512
H  2.4078  2.2899  -3.8661
C  5.4354  -1.3148  0.0812
H  -3.9118  2.7545  -0.8911
H  2.3286  -1.6851  1.3440
H  -5.0394  0.9176  -2.7235
C  2.7448  -1.7908  -3.0061
H  -0.6223  -0.4507  -2.5216
C  0.1709  0.1573  -2.0862
N  -4.8138  -0.0619  -2.6907
C  -1.6097  1.4029  6.5677
N  -1.9815  2.0061  7.7263
H  1.0312  2.8454  -0.9236
C  -0.9142  0.2187  4.1701
N  4.0596  -1.0003  0.4093
C  3.9634  2.6328  0.0853
H  4.0978  3.1555  -0.8667
C  -0.0669  -3.0539  -0.7700
H  0.3622  0.6252  -5.4167
H  -2.4147  -4.3932  -1.1206
N  0.3900  2.5139  -0.2065
H  -2.9721  1.3448  -3.6612
C  -4.1935  -2.8831  -2.7073
C  -0.1981  1.3148  4.6145
H  3.7766  -1.6721  -3.3247
H  -4.7653  -3.5905  -0.7864
H  -0.1519  1.1919  -2.1890
H  -2.4503  -1.1910  4.5387
C  2.8628  1.5000  -3.2767
H  6.3674  1.9672  0.0280
H  1.7226  -0.3841  -5.8733
H  2.9161  2.6175  0.3656
H  0.6126  1.6931  4.0121
C  -0.5371  1.9033  5.8132
S  -0.6292  -0.4165  2.5543
H  -2.8028  1.6970  8.2127
O  0.1142  -4.2512  -0.8395

Cartesian forces (eV/Å) of the 3 atoms listed first:
H 0.06 0.06 0.23
C 0.82 -0.69 0.20
H -0.11 0.03 -0.04

Values from the calculation:
Frontier orbital gap (alpha / beta)   0.2757 / 0.2758 Ha
LUMO energy (alpha / beta)   -2.4 / -2.4 eV
Energy relative to the best compared isomer or geometry (same formula, charge and spin)   41.1 kcal per mole
Total charge   +1
E   -151660.330 eV
Spin multiplicity   2